1.
Computed, not measured: C34H40N4O2P2Tc as an isolated structure in a non-equilibrium geometry, with ωB97M-V/def2-TZVPD.

Values from the calculation:
Charge: +2
Spin multiplicity: 4
ΔE to the lowest compared entry with this formula, charge and spin (eV): 1.451

Cartesian coordinates (Å):
Tc: -1.04 0.59 0.09
C: 1.06 -4.01 0.63
C: 2.11 -3.21 0.43
C: 3.12 -3.35 -0.67
C: 2.58 -3.71 -2.08
C: 1.28 -3.04 -2.45
C: 0.07 -3.29 -1.93
C: -0.37 -4.57 -1.32
C: 0.64 -5.11 -0.29
C: -2.22 1.62 -1.36
H: 0.54 -3.96 1.58
H: 2.43 -2.61 1.29
H: 3.86 -4.12 -0.40
H: 3.70 -2.41 -0.75
H: 3.33 -3.37 -2.80
H: 2.53 -4.80 -2.20
H: 1.36 -2.38 -3.33
H: -0.74 -2.61 -2.13
H: -0.56 -5.34 -2.08
H: -1.33 -4.36 -0.81
H: 0.13 -5.88 0.31
H: 1.48 -5.61 -0.78
H: -3.18 1.64 -0.80
H: -2.51 1.23 -2.35
H: -1.96 2.68 -1.52
P: 0.16 0.46 -1.78
P: 0.73 0.03 1.46
N: -0.72 -0.41 -3.07
N: 0.59 1.89 -2.72
N: 0.17 -1.35 2.41
N: 1.37 1.09 2.72
C: 1.73 -0.28 -1.21
C: 2.12 -0.14 0.29
C: -1.97 -1.02 -2.82
C: -2.34 -1.75 -3.96
C: -1.34 -1.52 -4.96
C: -0.36 -0.69 -4.39
C: -0.24 2.60 -3.59
C: 0.52 3.58 -4.23
C: 1.86 3.47 -3.73
C: 1.87 2.46 -2.78
C: -1.14 -1.83 2.20
C: -1.33 -2.96 2.98
C: -0.13 -3.20 3.71
C: 0.79 -2.22 3.33
C: 2.09 0.77 3.89
C: 2.56 1.95 4.46
C: 2.12 3.04 3.65
C: 1.44 2.49 2.57
H: 2.54 0.13 -1.82
H: 1.70 -1.34 -1.45
H: 2.72 -0.99 0.62
H: 2.74 0.77 0.43
H: -2.47 -0.92 -1.87
H: -3.21 -2.38 -4.03
H: -1.32 -1.92 -5.96
H: 0.52 -0.24 -4.82
H: -1.31 2.42 -3.61
H: 0.15 4.26 -4.97
H: 2.70 4.06 -4.04
H: 2.65 2.12 -2.12
H: -1.82 -1.32 1.54
H: -2.24 -3.55 2.99
H: 0.06 -4.01 4.41
H: 1.81 -2.07 3.64
H: 2.18 -0.25 4.22
H: 3.16 2.03 5.36
H: 2.28 4.09 3.83
H: 0.99 2.97 1.71
O: -2.42 1.28 1.61
C: -1.94 2.47 1.55
O: -0.93 2.65 0.76
C: -2.54 3.60 2.27
C: -1.81 4.79 2.42
C: -2.41 5.86 3.10
C: -3.72 5.76 3.58
C: -4.44 4.57 3.38
C: -3.85 3.47 2.75
H: -0.79 4.84 2.04
H: -1.84 6.78 3.25
H: -4.18 6.59 4.12
H: -5.47 4.49 3.74
H: -4.37 2.52 2.65

Mulliken population analysis, charges in e, atoms 1 to 5:
1. Tc -0.7669
2. C -0.3626
3. C -0.8034
4. C -1.1635
5. C -0.9733

2.
Computed, not measured: C29H41B2BaF9N6O5Te as an isolated structure, with ωB97M-V/def2-TZVPD.

Values from the calculation:
Charge: 0
Spin multiplicity: 1
ΔE to the lowest compared entry with this formula, charge and spin (eV): 1.241

Cartesian coordinates (Å):
Ba: -0.74 -0.17 0.23
C: -4.48 -1.12 -3.05
C: -3.13 -1.04 -2.42
N: -2.91 -1.31 -1.19
O: -3.99 -1.66 -0.44
B: -3.82 -3.00 0.19
F: -3.73 -3.96 -0.86
F: -4.90 -3.22 1.00
O: -2.58 -3.16 1.05
N: -1.43 -2.89 0.35
C: -0.82 -3.90 -0.13
C: -1.24 -5.32 0.06
C: 0.32 -3.57 -1.06
N: 0.65 -2.34 -1.11
O: 1.60 -2.04 -2.07
B: 1.49 -0.65 -2.50
F: 1.47 0.18 -1.29
F: 2.61 -0.32 -3.25
O: 0.31 -0.31 -3.30
N: -0.84 -0.47 -2.55
C: -1.90 -0.73 -3.22
C: -1.95 -0.83 -4.71
C: 0.87 -4.63 -1.95
H: -5.05 -1.92 -2.58
H: -4.42 -1.30 -4.12
H: -5.03 -0.19 -2.89
H: -1.73 -5.41 1.03
H: -0.39 -5.99 0.00
H: -1.98 -5.59 -0.69
H: -0.97 -0.67 -5.13
H: -2.65 -0.10 -5.11
H: -2.31 -1.82 -5.00
H: 0.09 -5.32 -2.26
H: 1.63 -5.21 -1.42
H: 1.34 -4.17 -2.82
C: -0.89 4.62 -0.69
C: -0.77 3.19 -1.25
C: -1.84 2.94 -2.31
C: 0.62 2.96 -1.73
C: 0.97 3.10 -3.05
C: 2.31 2.98 -3.41
C: 3.33 2.70 -2.49
C: 3.07 2.54 -1.16
C: 4.16 2.06 -0.25
C: 5.02 0.97 -0.89
C: 5.03 3.25 0.20
C: 1.67 2.67 -0.73
N: 1.23 2.38 0.45
C: 1.93 2.45 1.61
C: 1.69 1.63 2.66
C: 2.31 1.78 3.99
C: 1.88 0.74 4.70
C: 1.03 -0.09 3.79
N: 0.92 0.46 2.62
C: 0.38 -1.37 4.21
C: -0.83 -0.99 5.08
C: 1.38 -2.19 5.04
C: -0.07 -2.19 3.00
H: -1.90 4.74 -0.28
H: -0.74 5.36 -1.48
H: -0.17 4.80 0.11
H: -0.94 2.54 -0.40
H: -1.89 3.75 -3.04
H: -2.81 2.88 -1.81
H: -1.67 2.00 -2.83
H: 0.22 3.30 -3.79
H: 2.58 3.08 -4.46
H: 4.33 2.54 -2.86
H: 3.70 1.61 0.63
H: 5.66 1.36 -1.68
H: 4.40 0.18 -1.31
H: 5.67 0.54 -0.13
H: 5.53 3.69 -0.66
H: 5.79 2.91 0.90
H: 4.45 4.04 0.68
H: 2.67 3.24 1.74
H: 2.93 2.60 4.29
H: 2.08 0.52 5.74
H: -0.53 -0.43 5.96
H: -1.33 -1.90 5.40
H: -1.55 -0.39 4.51
H: 1.69 -1.67 5.95
H: 2.27 -2.44 4.46
H: 0.90 -3.12 5.34
H: -0.99 -1.82 2.56
H: -0.30 -3.21 3.32
H: 0.71 -2.26 2.24
F: -4.18 3.07 2.19
Te: -3.53 1.34 1.98
F: -4.17 1.03 3.70
F: -1.94 1.83 2.90
F: -2.88 -0.43 2.11
F: -5.17 0.75 1.41
O: -2.76 1.58 0.39

Mulliken population analysis, charges in e, atoms 1 to 5:
1. Ba 0.0056
2. C -1.6138
3. C 0.3235
4. N 1.1020
5. O -0.6469

3.
Computed, not measured: an isolated molecule of C22H27N3O4S, with ωB97M-V/def2-TZVPD.

Values from the calculation:
Charge: 0
Spin multiplicity: 1
ΔE to the lowest compared entry with this formula, charge and spin (eV): 3.159
SMILES: [H]/N=c1/c2cc(OC)c(OC)cc2nc(SCc2ccc(OC)cc2)n1CCCOC

Cartesian coordinates (Å):
H: -1.51 3.76 -1.31
N: -2.08 2.94 -1.13
C: -1.59 2.04 -0.38
C: -2.36 0.84 -0.10
C: -3.66 0.69 -0.60
C: -4.40 -0.44 -0.34
O: -5.68 -0.61 -0.82
C: -6.25 0.42 -1.58
C: -3.83 -1.48 0.43
O: -4.41 -2.66 0.78
C: -5.73 -2.99 0.40
C: -2.54 -1.33 0.91
C: -1.80 -0.18 0.66
N: -0.52 -0.08 1.15
C: 0.14 1.00 0.92
S: 1.78 1.09 1.56
C: 1.99 -0.61 2.23
C: 2.54 -1.52 1.19
C: 3.91 -1.61 0.98
C: 4.43 -2.43 0.00
C: 3.58 -3.19 -0.80
O: 3.98 -4.03 -1.79
C: 5.36 -4.17 -2.04
C: 2.20 -3.09 -0.60
C: 1.69 -2.27 0.38
N: -0.32 2.08 0.24
C: 0.51 3.26 0.07
C: 1.38 3.17 -1.19
C: 2.25 4.42 -1.34
O: 3.05 4.71 -0.22
C: 4.11 3.81 0.00
H: -4.04 1.51 -1.18
H: -7.25 0.07 -1.84
H: -5.68 0.60 -2.50
H: -6.33 1.35 -1.01
H: -5.90 -3.98 0.83
H: -6.45 -2.29 0.80
H: -5.83 -3.05 -0.69
H: -2.12 -2.13 1.50
H: 2.67 -0.49 3.07
H: 1.00 -0.91 2.56
H: 4.58 -1.02 1.59
H: 5.50 -2.48 -0.13
H: 5.89 -4.56 -1.16
H: 5.81 -3.23 -2.35
H: 5.44 -4.89 -2.86
H: 1.55 -3.68 -1.23
H: 0.62 -2.20 0.53
H: 1.15 3.36 0.95
H: -0.13 4.14 0.03
H: 2.01 2.28 -1.13
H: 0.75 3.08 -2.08
H: 1.62 5.30 -1.46
H: 2.88 4.32 -2.23
H: 3.76 2.83 0.33
H: 4.72 3.69 -0.91
H: 4.73 4.25 0.78

Mulliken population analysis, charges in e, atoms 1 to 5:
1. H 0.2401
2. N -0.7644
3. C 0.2965
4. C -0.4781
5. C 0.1070

The highest ΔE to the lowest compared entry with this formula, charge and spin belongs to which entry?
C22H27N3O4S

Which formula does entry 2 have?
C29H41B2BaF9N6O5Te